(1)
Entry from the OMol25 dataset: C5H11ClFeNSTm as an isolated structure (ωB97M-V with the def2-TZVPD basis set).

## Properties
Orbital gap (spin up / spin down) (eV): 6.38 / 7.43
Expectation value of S²: 15.776
Net charge: -1
Energy relative to the best compared isomer or geometry (same formula, charge and spin) (eV): 0.000
Lowest unoccupied orbital energy (spin up / spin down) (eV): 2.851 / 2.788
2S+1: 8

Each line ends with the Mulliken charge.
Cartesian coordinates (Å):
Fe: -2.606425 0.317850 -0.529736  0.347
Cl: -1.250367 2.136755 -0.455655  -0.453
C: -3.756471 0.322896 1.085070  -0.904
C: -3.387073 0.560011 -2.359248  -0.886
H: -4.773872 -0.002938 0.803402  0.234
H: -3.332932 -0.348518 1.850939  0.195
H: -3.781938 1.367040 1.444271  0.197
H: -4.418745 0.173894 -2.410505  0.241
H: -2.731631 0.008294 -3.053742  0.207
H: -3.364448 1.640797 -2.584309  0.204
Tm: 0.206356 0.163272 0.388314  0.743
C: 1.740721 -0.135540 -1.257111  -1.124
C: -1.467660 -1.316429 -0.476855  -0.780
H: 1.551806 -0.985729 -1.934626  0.276
H: 1.761225 0.796631 -1.849008  0.258
H: 2.726671 -0.266869 -0.765085  0.315
H: -1.680611 -1.851584 -1.443116  0.142
H: -1.856811 -2.133408 0.196155  0.190
S: 1.806295 1.895674 1.571132  -0.373
C: 2.096746 0.538332 2.477395  0.559
N: 2.230944 -0.488915 3.063844  -0.589

Force components x, y, z for each atom (eV/Å):
-0.6 -1.0 -0.6
1.0 0.9 0.2
-0.6 0.2 0.6
-0.4 0.0 -0.5
0.3 0.1 0.3
-0.3 0.2 -0.1
-0.2 -0.4 0.1
0.3 0.2 -0.2
-0.3 0.2 0.0
-0.1 -0.4 -0.1
0.0 -1.0 -0.7
0.3 -0.1 -0.1
-0.6 -1.3 0.2
0.1 0.3 0.2
0.2 -0.2 0.1
-0.2 0.1 -0.4
0.7 0.8 0.3
0.3 0.8 0.2
0.4 1.0 0.4
0.3 -2.6 1.4
-0.5 2.2 -1.4

---

(2)
Entry from the OMol25 dataset: a 3-piece molecular cluster, C5H11ClN2 overall (ωB97M-V with the def2-TZVPD basis set).

## Properties
Orbital gap (eV): 8.68
Energy relative to the best compared isomer or geometry (same formula, charge and spin) (eV): 7.568
Lowest unoccupied orbital energy (eV): 0.071

Each line ends with the Mulliken charge.
Cartesian coordinates (Å):
C: -0.195070 0.808545 2.013801  -1.323
C: 0.226042 0.242226 0.499757  0.507
C: 1.227192 1.153990 -0.291510  -0.397
C: -0.029559 -1.214699 0.236919  -0.499
C: -1.126581 -0.188300 -0.181297  -0.057
H: -0.669308 1.921379 1.595436  0.260
H: -0.908343 0.277203 2.481277  0.418
H: 0.594222 0.718965 2.724648  0.356
H: 1.418921 0.597139 -1.197969  0.163
H: 2.274574 1.168142 0.179267  0.359
H: -0.385695 -1.821739 1.045463  0.422
H: 0.918850 -1.335200 -1.693536  0.270
H: 1.649950 -2.278189 -0.440517  0.278
H: -2.143010 -0.371467 0.189038  0.376
H: -0.984897 -1.326185 -2.208067  0.269
H: -2.341042 0.797386 -2.013127  0.241
N: 0.712527 -1.906936 -0.864566  -0.696
N: -1.003475 0.034892 -1.568852  -0.777
Cl: 0.764704 2.722849 -0.506165  -0.170

Force components x, y, z for each atom (eV/Å):
1.5 3.5 -5.7
-2.5 1.6 3.6
1.9 -4.7 1.8
0.9 1.1 -2.2
1.8 -1.2 -0.8
1.7 -2.9 2.3
-3.2 -2.0 0.8
1.2 1.1 0.2
-0.2 0.5 -0.6
-1.6 -0.2 -0.1
0.5 -0.5 0.3
-0.1 -0.1 0.9
-2.3 0.9 -1.3
0.7 0.6 0.7
-0.8 4.4 1.8
4.1 -2.8 1.2
1.4 -0.9 2.1
-3.9 -1.4 -4.6
-1.2 3.0 -0.7

---

(3)
Entry from the OMol25 dataset: an isolated ion of composition C5H11ClN3O and charge +1 (ωB97M-V with the def2-TZVPD basis set).

## Properties
Orbital gap (eV): 8.74
SMILES string: CC(C)N1C=[NH+][C@@](O)(Cl)N1
Net charge: +1
Energy relative to the best compared isomer or geometry (same formula, charge and spin) (eV): 3.119
Lowest unoccupied orbital energy (eV): -4.574

Each line ends with the Mulliken charge.
Cartesian coordinates (Å):
C: 1.118132 0.152849 -1.546387  -0.941
C: 0.509296 1.263368 -0.660872  0.358
C: 1.703559 1.883441 -0.019481  -1.757
N: -0.434237 0.600046 0.237025  -0.065
C: 0.374576 -0.660558 1.254009  -0.222
N: -0.567023 -1.463389 1.474239  0.002
C: -1.847855 -1.075129 0.652000  0.411
O: -2.290772 -2.187163 -0.012604  -0.448
Cl: -3.053997 -0.539386 1.813039  -0.100
N: -1.382170 -0.121440 -0.324770  -0.150
H: 2.124294 0.417359 -1.916062  0.434
H: 1.343598 -0.729164 -0.818607  0.282
H: 0.329736 -0.097698 -2.403243  0.259
H: 0.052891 2.178356 -1.168312  0.344
H: 2.229965 1.205284 0.585225  0.395
H: 1.376029 2.528812 0.767917  0.453
H: 2.183310 2.400385 -0.821861  0.464
H: 1.236051 -0.483942 1.780789  0.464
H: -0.644347 -2.330129 2.000163  0.228
H: -3.103422 -2.465138 0.367932  0.352
H: -1.257616 -0.476765 -1.240139  0.235

Force components x, y, z for each atom (eV/Å):
-1.4 -0.9 -1.1
0.8 -0.4 -1.3
-1.7 0.6 1.5
2.8 -0.2 3.6
-3.4 2.7 -2.4
-0.6 0.6 -1.2
-0.4 -0.7 -1.9
1.3 0.6 -0.3
0.3 0.4 0.1
-2.1 -0.9 2.1
-0.8 0.0 -0.4
-0.7 1.1 -1.5
2.3 0.0 1.5
-0.3 -1.8 0.3
1.6 -1.3 -0.1
-0.3 1.3 0.2
1.0 0.3 0.1
2.2 -0.1 1.1
0.3 0.2 0.3
-1.4 -0.6 0.4
0.4 -0.9 -1.0

---

(4)
Entry from the OMol25 dataset: a 2-piece molecular cluster, C5H11ClSi overall (ωB97M-V with the def2-TZVPD basis set).

## Properties
Orbital gap (eV): 9.49
Energy relative to the best compared isomer or geometry (same formula, charge and spin) (eV): 5.125
Lowest unoccupied orbital energy (eV): -0.515

Each line ends with the Mulliken charge.
Cartesian coordinates (Å):
C: 1.758980 2.484130 0.086115  -0.589
C: 0.825417 2.062104 -0.661722  -0.052
C: -0.831038 -0.772872 1.836404  -0.981
C: -1.929435 -0.249211 -0.955575  -0.961
C: 1.099000 -0.873641 -0.838139  -0.527
Si: -0.602265 -1.294720 -0.082205  0.420
Cl: 2.729187 -0.728371 0.052214  -0.218
H: 2.074494 3.534005 -0.053174  0.230
H: 2.349399 1.977575 0.792100  0.300
H: 1.045509 0.164224 -1.354740  0.321
H: -1.929682 -0.793080 1.913922  0.273
H: -0.346332 -1.294170 2.616104  0.360
H: -0.513994 0.288036 1.867332  0.260
H: -1.391726 0.621887 -1.199020  0.348
H: -2.190138 -0.596138 -1.920825  0.367
H: -2.642584 -0.124403 -0.203908  0.278
H: 1.215023 -1.677777 -1.523264  0.356
H: -0.719819 -2.727582 -0.371616  -0.184

Force components x, y, z for each atom (eV/Å):
0.8 1.6 0.1
-0.9 0.1 -0.7
-0.6 0.8 -2.9
2.5 -1.4 0.0
0.5 2.4 0.2
0.2 0.9 1.9
-1.3 -0.5 -0.1
-0.5 -0.3 -0.1
0.5 -1.0 0.8
-0.1 -2.0 0.5
0.4 0.0 0.5
0.5 -0.8 0.6
-0.2 -0.4 0.0
0.4 1.7 0.2
-1.0 -0.8 -0.6
-1.7 0.5 0.5
0.5 -0.4 -1.0
-0.2 -0.3 0.2

---

(5)
Entry from the OMol25 dataset: C5H11ClSi as an isolated structure (ωB97M-V with the def2-TZVPD basis set).

## Properties
Orbital gap (eV): 7.91
Energy relative to the best compared isomer or geometry (same formula, charge and spin) (eV): 6.169
Lowest unoccupied orbital energy (eV): 0.589

Each line ends with the Mulliken charge.
Cartesian coordinates (Å):
C: -0.029419 0.055094 -1.587645  -0.641
C: 0.564547 -1.466898 -1.156154  -0.775
C: -0.399816 1.397535 -0.510703  -0.838
C: 0.330804 2.193702 0.605363  -0.499
C: 0.159428 -0.995260 2.013921  -0.868
Si: 1.017802 -0.202406 0.497014  0.507
Cl: 1.332288 3.412863 -0.141808  -0.232
H: 0.760897 0.356482 -2.289330  0.331
H: -0.893152 -0.123062 -2.130040  0.472
H: -0.176749 -2.340875 -1.195642  0.286
H: 1.427014 -1.733879 -1.807606  0.318
H: -0.415059 2.051321 -1.409728  0.461
H: -1.399217 1.355434 -0.296752  0.474
H: 0.748032 -1.870011 2.055067  0.270
H: 0.283055 -0.503589 2.975069  0.346
H: -0.902970 -1.020516 1.643910  0.260
H: -0.333942 2.696952 1.314169  0.332
H: 2.338054 0.121776 0.391941  -0.204

Force components x, y, z for each atom (eV/Å):
3.0 -1.3 1.2
-0.3 2.3 1.8
1.4 1.3 -3.0
0.5 -3.8 -0.7
-0.2 2.1 -1.4
-3.3 -0.7 -0.1
0.7 0.3 -0.1
-0.4 0.6 0.4
-2.0 0.3 -0.7
0.8 1.7 0.6
-0.6 0.5 0.6
-0.1 0.0 0.3
-2.6 -0.9 0.9
-0.2 -1.8 0.0
-0.3 0.4 -0.2
1.0 -0.7 0.8
0.1 -0.7 -0.2
2.5 0.5 -0.2

---

(6)
Entry from the OMol25 dataset: C5H11CoO4 as an isolated structure (ωB97M-V with the def2-TZVPD basis set).

## Properties
Orbital gap (spin up / spin down) (eV): 9.55 / 7.36
Expectation value of S²: 8.788
Net charge: +1
Energy relative to the best compared isomer or geometry (same formula, charge and spin) (eV): 3.107
Lowest unoccupied orbital energy (spin up / spin down) (eV): -4.114 / -6.176
2S+1: 6

Each line ends with the Mulliken charge.
Cartesian coordinates (Å):
C: -2.558216 3.515071 1.304468  -0.257
O: -3.003780 3.166456 0.032003  -0.672
C: -1.109768 3.081184 1.525757  -0.415
O: -1.031731 1.716096 1.088465  -0.354
C: 0.266746 1.164532 0.882410  -0.566
C: 0.088100 -0.077945 0.067393  0.022
O: -0.809324 0.158327 -0.993963  -0.308
C: -0.786016 -0.820529 -2.039415  -0.693
Co: -2.178134 1.536900 -0.521822  0.803
H: -3.183868 3.050749 2.093117  0.311
H: -2.598527 4.607119 1.473031  0.364
H: -0.806072 3.150440 2.579756  0.308
H: -0.424594 3.681226 0.904735  0.355
H: 0.748484 0.927111 1.840443  0.324
H: 0.886090 1.902423 0.345088  0.370
H: -0.095695 -1.357248 0.774652  0.269
H: -1.433283 -0.456862 -2.843089  0.285
H: 0.245549 -0.947154 -2.390663  0.288
H: -1.161970 -1.773673 -1.644601  0.345
H: 1.017184 -0.572783 -0.253161  0.462
O: -0.016245 -2.714849 1.386984  -0.241

Force components x, y, z for each atom (eV/Å):
0.1 0.2 1.0
0.8 -1.8 -1.1
0.1 0.9 0.3
0.1 -0.6 0.0
0.3 -0.1 0.5
0.8 -2.9 0.8
0.1 0.1 0.5
0.0 -0.7 -0.5
-1.2 1.9 0.7
0.1 0.1 -0.3
-0.1 -0.3 -0.2
-0.1 -0.1 -0.3
-0.2 -0.2 0.1
-0.1 0.1 -0.2
-0.1 -0.2 0.0
-0.6 1.4 -0.4
0.2 -0.1 0.2
-0.3 0.1 0.0
0.1 0.2 -0.1
0.0 0.9 -0.4
-0.1 1.2 -0.5

---

- Among the records above, which one has the lowest energy relative to the best compared isomer or geometry (same formula, charge and spin)?
  C5H11ClFeNSTm

---

Copy entry 3 word for word.
Entry from the OMol25 dataset: an isolated ion of composition C5H11ClN3O and charge +1 (ωB97M-V with the def2-TZVPD basis set).

## Properties
Orbital gap (eV): 8.74
SMILES string: CC(C)N1C=[NH+][C@@](O)(Cl)N1
Net charge: +1
Energy relative to the best compared isomer or geometry (same formula, charge and spin) (eV): 3.119
Lowest unoccupied orbital energy (eV): -4.574

Each line ends with the Mulliken charge.
Cartesian coordinates (Å):
C: 1.118132 0.152849 -1.546387  -0.941
C: 0.509296 1.263368 -0.660872  0.358
C: 1.703559 1.883441 -0.019481  -1.757
N: -0.434237 0.600046 0.237025  -0.065
C: 0.374576 -0.660558 1.254009  -0.222
N: -0.567023 -1.463389 1.474239  0.002
C: -1.847855 -1.075129 0.652000  0.411
O: -2.290772 -2.187163 -0.012604  -0.448
Cl: -3.053997 -0.539386 1.813039  -0.100
N: -1.382170 -0.121440 -0.324770  -0.150
H: 2.124294 0.417359 -1.916062  0.434
H: 1.343598 -0.729164 -0.818607  0.282
H: 0.329736 -0.097698 -2.403243  0.259
H: 0.052891 2.178356 -1.168312  0.344
H: 2.229965 1.205284 0.585225  0.395
H: 1.376029 2.528812 0.767917  0.453
H: 2.183310 2.400385 -0.821861  0.464
H: 1.236051 -0.483942 1.780789  0.464
H: -0.644347 -2.330129 2.000163  0.228
H: -3.103422 -2.465138 0.367932  0.352
H: -1.257616 -0.476765 -1.240139  0.235

Force components x, y, z for each atom (eV/Å):
-1.4 -0.9 -1.1
0.8 -0.4 -1.3
-1.7 0.6 1.5
2.8 -0.2 3.6
-3.4 2.7 -2.4
-0.6 0.6 -1.2
-0.4 -0.7 -1.9
1.3 0.6 -0.3
0.3 0.4 0.1
-2.1 -0.9 2.1
-0.8 0.0 -0.4
-0.7 1.1 -1.5
2.3 0.0 1.5
-0.3 -1.8 0.3
1.6 -1.3 -0.1
-0.3 1.3 0.2
1.0 0.3 0.1
2.2 -0.1 1.1
0.3 0.2 0.3
-1.4 -0.6 0.4
0.4 -0.9 -1.0

---

- Which formula does entry 3 have?
  C5H11ClN3O

---

- What is the formula in the second record?
  C5H11ClN2